1.
Here is a cluster of 13 separate species, H24NO15 in total from the Open Molecules 2025 dataset. Energies are from ωB97M-V/def2-TZVPD.

Last column: Mulliken charge in e.
CARTESIAN COORDINATES (ANGSTROEM)
H 2.28628 2.19542 1.24421  0.43
H -2.06308 -2.72907 0.54641  0.33
O -1.36671 0.27065 -3.40500  -0.76
H -2.02368 -0.01076 0.32482  0.37
O -1.30314 0.29501 3.20446  -0.49
O -2.79822 0.58955 0.41436  -0.74
O 0.01563 0.70712 -0.79470  -0.70
N 0.48570 -0.18115 -0.03131  1.38
O -3.28419 1.55571 -2.14279  -0.73
H -0.86719 2.09224 -0.09912  0.27
H -2.07595 0.44833 2.67647  0.22
H 3.47851 -0.16170 -0.97377  0.44
O 2.46046 -2.45262 -1.99747  -0.64
H 3.27628 2.19080 -0.55110  0.33
H 0.24092 -2.62499 0.63899  0.43
H 1.77602 -0.79448 2.70928  0.32
O 1.72855 -0.42468 -0.00246  -0.74
H -0.71490 0.32697 -2.54745  0.33
H -3.20506 -2.31495 -0.25005  0.31
H -0.28088 -3.58463 -0.51479  0.34
H 0.39853 -0.66744 3.15082  0.35
H 2.07761 -1.68118 -1.51870  0.32
O 2.30374 2.25098 -0.35834  -0.67
H -2.85442 1.26621 -1.31267  0.37
O 4.07411 0.25176 -1.68107  -0.67
H -3.62595 0.07123 0.38776  0.28
O -2.85335 -2.31519 0.69022  -0.64
H -0.87848 -0.21786 -4.14826  0.28
O 2.06316 1.90547 2.14347  -0.68
H -2.65773 1.22314 -2.78167  0.45
O 1.23786 -1.10199 3.40824  -0.66
H 2.57237 -2.23240 -2.89602  0.29
H 4.95409 0.40460 -1.33524  0.28
O -0.21882 -0.85420 0.71586  -0.79
H -1.87572 0.43292 3.90189  0.25
O -0.27985 -3.52166 0.47920  -0.75
O -1.18872 2.94796 0.28082  -0.67
H -2.11288 2.66422 0.55152  0.35
H 1.24811 2.32452 2.64067  0.29
H 1.85099 1.45616 -0.76748  0.31

Cartesian forces (eV/Å) of the 6 atoms listed first:
-1.21 0.53 -0.15
4.06 -1.97 0.07
3.41 -1.18 0.94
-0.73 -0.09 0.35
0.69 -0.06 -1.42
-0.29 -0.15 0.22

Computed properties:
E_tot: -32590.9418 eV
maximum force: 0.09942 hartree/bohr
frontier orbital gap: 0.35706 hartree
total charge: -1
relative energy (zero: lowest compared OMol25 entry of this formula, charge and spin): 41.6 kcal/mol
HOMO: -7.266 eV



2.
Here is a structure of composition H24NeO12 from the Open Molecules 2025 dataset. Energies are from ωB97M-V/def2-TZVPD.

Last column: Mulliken charge in e.
CARTESIAN COORDINATES (ANGSTROEM)
H 2.26388 2.48127 1.92727  0.33
H -2.42934 -0.45959 1.54792  0.30
O 3.29835 0.00496 -1.07542  -0.64
H -2.41895 1.02958 -0.91990  0.33
H 2.59438 -0.54307 -0.72854  0.37
H 1.37603 0.81631 -3.96140  0.32
O -2.66811 0.25268 0.95472  -0.60
H 2.04347 3.21160 3.23492  0.29
H -1.38082 2.96255 1.72252  0.32
H -0.79654 -3.53067 -0.25400  0.27
H 2.33264 -0.68401 2.04757  0.38
H -2.51790 -0.87713 -2.05204  0.34
O -1.31769 0.87487 4.05275  -0.64
H 0.04103 2.53121 2.01263  0.32
H 2.34958 0.35810 3.14557  0.33
O -2.70392 1.27782 -1.79933  -0.67
O -1.05193 -2.64456 0.00257  -0.66
O -0.79916 2.20295 1.69239  -0.73
H -3.21706 2.07530 -1.66915  0.30
Ne -0.14918 0.77694 -0.43916  0.02
H -1.48937 0.00025 3.70375  0.28
O 0.68047 -2.34184 -2.70075  -0.60
H 0.77306 -1.66040 -3.36656  0.32
O -2.22118 -1.77123 -2.22171  -0.72
H -1.38080 -2.24670 -0.80352  0.41
O 0.76812 0.23883 -4.42312  -0.66
H 0.60493 -1.56600 0.23479  0.32
O 1.49367 -1.52226 0.58756  -0.67
H 0.53681 -3.14635 -3.19911  0.29
H -0.01895 0.76916 -4.54766  0.32
H 1.81504 -2.42269 0.54076  0.26
H 3.41166 0.69337 -0.42007  0.30
H -2.00707 0.92707 1.11115  0.34
O 2.92152 -0.22518 2.64667  -0.63
H -1.20268 1.42431 3.27743  0.44
O 1.83216 2.39776 2.77749  -0.65
H -1.36628 -1.66525 -2.63903  0.38

Cartesian forces (eV/Å) of the 6 atoms listed first:
0.41 -0.20 -0.27
0.02 -0.36 -0.05
0.30 0.39 -0.64
-0.08 -0.30 0.50
-0.36 -0.40 0.39
0.31 0.10 0.21

Computed properties:
E_tot: -28469.3583 eV
maximum force: 0.02637 hartree/bohr
frontier orbital gap: 0.38355 hartree
relative energy (zero: lowest compared OMol25 entry of this formula, charge and spin): 20.0 kcal/mol
HOMO: -10.602 eV



3.
Here is a cluster of 12 separate species, H24O12 in total from the Open Molecules 2025 dataset. Energies are from ωB97M-V/def2-TZVPD.

Last column: Mulliken charge in e.
CARTESIAN COORDINATES (ANGSTROEM)
H 2.83274 0.84513 -1.19090  0.27
H 0.31143 -1.01387 -0.71758  0.29
H 0.54640 2.66574 -0.56498  0.26
H 2.45983 -3.94087 2.13788  0.29
H -2.56029 1.68066 -5.19019  0.31
H -1.32562 -1.66713 3.60817  0.28
H -1.85254 -0.89902 2.34050  0.26
H -3.05988 -2.10189 -2.87893  0.27
H 2.32091 1.77437 2.58906  0.29
H -3.89976 -3.69560 -0.14209  0.29
H 3.34823 -0.52069 1.12004  0.16
O -0.31655 -1.11918 -1.44571  -0.59
O -1.65642 4.21357 -1.43102  -0.62
H -1.75783 0.57364 -4.62309  0.32
O -1.81740 1.49463 -4.57049  -0.62
O 0.92780 2.81887 0.31096  -0.58
O 1.92648 2.11250 1.74079  -0.59
H -0.81820 4.41935 -0.95633  0.35
O -2.13167 -2.08958 -2.97399  -0.51
H 0.12959 2.92288 0.87834  0.28
H 1.13620 1.56897 1.56489  0.32
H 2.82825 2.19474 -1.64161  0.26
H -1.76480 3.25741 -1.36399  0.30
H -1.88578 -2.58737 -3.77891  0.26
H 2.16057 -3.19659 0.77708  0.31
O 1.95456 -3.22053 1.79299  -0.58
H 0.70841 -0.27128 4.17152  0.24
O 2.51009 -0.28961 1.38253  -0.32
H -1.16749 -0.99388 -1.02090  0.25
H -3.07381 -2.43934 0.08206  0.29
H 0.48064 -0.04801 2.75059  0.39
O 2.86801 1.66662 -0.82040  -0.51
O -1.09934 -0.99174 2.86479  -0.62
O 1.16630 0.06139 3.36927  -0.66
H 2.74564 0.04163 2.29266  0.25
O -3.17470 -3.22592 -0.46302  -0.58

Cartesian forces (eV/Å) of the 6 atoms listed first:
-0.15 -3.98 -1.08
0.07 0.06 -0.07
-0.02 0.04 -0.34
0.55 -0.79 0.17
0.83 0.10 0.72
0.52 1.78 -2.21

Computed properties:
E_tot: -24954.8251 eV
maximum force: 0.12140 hartree/bohr
frontier orbital gap: 0.32032 hartree
relative energy (zero: lowest compared OMol25 entry of this formula, charge and spin): 158.4 kcal/mol
HOMO: -9.007 eV



4.
Here is a structure of composition H24O12 from the Open Molecules 2025 dataset. Energies are from ωB97M-V/def2-TZVPD.

Last column: Mulliken charge in e.
CARTESIAN COORDINATES (ANGSTROEM)
O 2.32878 0.67001 1.03297  -0.79
H -2.99130 -0.96510 0.97076  0.36
H -1.61028 0.94452 -3.00474  0.47
H 2.02645 0.38638 0.17019  0.55
O -1.41393 -0.49604 2.48077  -0.94
H 0.96080 -0.85418 1.50583  0.40
H -1.53844 1.11890 -1.50263  0.42
H -2.25693 0.08466 0.16417  0.17
O 0.95311 -1.95630 -0.93486  -0.76
H 0.17892 0.78036 1.52810  0.95
H -3.01152 1.76960 0.08084  0.34
O -2.38057 1.09869 -0.17995  -0.57
H 1.42668 -1.60348 -0.02396  0.58
H 1.26947 1.64706 0.93528  0.21
H 2.52483 -1.98493 0.94581  0.25
O 1.66826 0.71054 -0.84342  -0.66
H -1.27217 -1.44146 2.52910  0.24
O 0.31790 1.56869 1.00327  -0.91
O -1.52382 0.45163 -2.18877  -0.63
H 2.15431 0.56920 -1.65583  0.32
O 1.77922 -1.39392 0.84093  -0.53
O -0.06645 -0.32672 -0.48461  -0.85
H 0.77424 0.43639 -1.04784  1.05
H -1.01381 -0.42896 -0.39360  0.63
O -2.35538 -0.86234 0.26275  -0.73
H 0.94519 -0.13998 2.84058  0.35
O 0.35390 0.13550 -2.75122  -0.98
H 2.36946 1.62435 0.97124  0.35
H 0.32820 1.08759 -2.84663  0.32
H -0.49441 -0.09045 -2.36974  0.44
O 0.42660 -0.27289 2.04709  -0.43
H -0.62378 -0.15604 2.06091  0.67
H -1.52968 1.45993 0.06850  0.30
H 0.92977 -2.01572 -1.88993  0.38
H 0.13792 -1.51188 -0.70207  0.16
H 0.22861 -0.04345 0.38081  -1.11

Cartesian forces (eV/Å) of the 6 atoms listed first:
6.65 1.79 8.35
0.47 -0.30 0.35
-0.32 -0.24 -0.47
1.12 -0.85 -0.48
-10.05 -1.06 3.90
2.22 -2.05 -0.46

Computed properties:
E_tot: -24937.7574 eV
maximum force: 0.23224 hartree/bohr
frontier orbital gap: 0.30615 hartree
relative energy (zero: lowest compared OMol25 entry of this formula, charge and spin): 552.0 kcal/mol
HOMO: -8.351 eV



5.
Here is a cluster of 12 separate species, H24O12 in total from the Open Molecules 2025 dataset. Energies are from ωB97M-V/def2-TZVPD.

Last column: Mulliken charge in e.
CARTESIAN COORDINATES (ANGSTROEM)
H -1.74749 -0.61720 -4.77168  0.27
O -2.33477 -2.37098 -0.85536  -0.60
O -1.54597 1.56167 -2.66446  -0.62
O 3.29085 1.40526 0.19499  -0.65
H 0.04759 -2.50217 -2.53355  0.32
O 0.82944 2.46444 0.45356  -0.64
O 0.86746 -2.27597 -2.09436  -0.65
O -1.63701 -1.09563 -3.95002  -0.60
O 1.07606 -0.78268 3.68034  -0.65
H -1.54993 -0.41302 -3.28468  0.37
H -2.13631 1.60554 0.79945  0.27
H -1.65199 -1.78941 -0.52095  0.31
O -2.58750 1.70255 -0.03915  -0.65
H -1.78732 -0.58494 1.97167  0.25
H 0.21125 -0.15847 0.32001  0.26
O 0.34124 -0.14836 -0.62827  -0.27
H 0.68132 2.88499 -0.39345  0.27
H -1.82051 1.73828 -1.76464  0.34
H -1.53257 2.42171 -3.08446  0.30
H 3.01159 1.05574 1.04121  0.40
H 2.17761 -1.83768 -0.35782  0.34
H 1.80230 0.67183 3.29088  0.56
H -3.28586 1.04846 -0.01300  0.31
H 0.51325 -1.12831 2.98750  0.30
O 2.66178 -2.33231 0.30335  -0.66
H 2.50436 1.81288 -0.16765  0.33
H 1.43039 1.57107 2.13117  0.18
O 2.11347 1.42253 2.78506  -0.71
H 0.27282 2.94936 1.06288  0.23
H -2.48971 -2.99288 -0.14440  0.29
H 0.65087 -1.51136 -1.56079  0.37
H 1.25480 -1.53637 4.24269  0.30
O -0.95196 -0.15148 1.79695  -0.61
H -0.13698 0.62481 -0.92783  0.08
H -0.88134 0.51705 2.47836  0.31
H 2.33860 -3.22911 0.21654  0.32

Cartesian forces (eV/Å) of the 6 atoms listed first:
0.02 0.09 -0.15
-0.35 0.16 0.01
0.39 -0.10 -0.19
0.66 -0.07 -0.75
-0.25 -0.07 -0.28
-0.76 0.06 0.15

Computed properties:
E_tot: -24959.5728 eV
maximum force: 0.01955 hartree/bohr
frontier orbital gap: 0.33176 hartree
relative energy (zero: lowest compared OMol25 entry of this formula, charge and spin): 48.9 kcal/mol
HOMO: -9.981 eV



6.
Here is a structure of composition H24O12Xe from the Open Molecules 2025 dataset. Energies are from ωB97M-V/def2-TZVPD.

Last column: Mulliken charge in e.
CARTESIAN COORDINATES (ANGSTROEM)
H 1.30116 1.70482 2.29626  0.39
H 1.03277 1.47218 -4.30734  0.29
H -2.48026 2.04420 -1.13754  0.31
O -2.74804 -2.95548 0.93154  -0.61
O -2.82944 -0.55784 -1.05778  -0.60
O -2.24720 -0.00212 1.97234  -0.60
O 0.86420 3.13938 -0.42490  -0.56
H 4.81233 1.17894 0.42734  0.30
H -1.52556 0.58846 1.75629  0.26
O 2.27887 -3.94840 1.26883  -0.60
H -2.16355 -0.50480 -1.74334  0.34
H 2.17134 0.78571 3.12687  0.33
O 2.21561 1.48864 2.47868  -0.67
H -0.96612 -3.86386 -0.36847  0.30
H -2.54024 0.06762 -0.39340  0.30
O 4.71098 1.79748 1.15078  -0.61
H 1.68338 2.85726 -0.83182  0.25
O -2.00326 2.36077 -0.37041  -0.60
H -0.68013 -0.26411 -3.44820  0.34
H -3.16025 -2.91278 1.79438  0.27
Xe 0.73727 -0.47189 0.16829  -0.01
H 3.87323 1.56394 1.55062  0.38
O 0.98056 0.89249 -3.54742  -0.62
O -1.43222 -0.82915 -3.62516  -0.69
H 3.01833 -3.65340 1.80025  0.29
O -0.64023 -4.59870 -0.88811  -0.59
H -1.14055 2.60266 -0.70722  0.34
H 1.62829 -4.24378 1.90580  0.31
H -1.86202 -0.64322 2.56972  0.34
O -0.24832 2.47376 2.22569  -0.70
H -2.67212 -2.04184 0.65636  0.38
H 0.96248 4.08556 -0.31851  0.26
H -0.11371 2.86099 1.36072  0.24
H -1.06531 -1.71245 -3.66232  0.32
H 1.89197 0.68680 -3.33942  0.31
H -1.10750 2.79370 2.50079  0.34
H -0.53687 -4.24169 -1.77021  0.28

Cartesian forces (eV/Å) of the 6 atoms listed first:
-0.47 0.28 0.12
-0.10 0.16 -0.28
-0.34 -0.07 -0.23
0.31 -0.44 0.09
-0.29 -0.07 0.29
-0.45 -0.09 -0.03

Computed properties:
E_tot: -33922.4633 eV
maximum force: 0.01772 hartree/bohr
frontier orbital gap: 0.38183 hartree
relative energy (zero: lowest compared OMol25 entry of this formula, charge and spin): 18.4 kcal/mol
HOMO: -10.785 eV



| no. | E_LUMO (eV) |
| --- | --- |
| 1 | 2.4 |
| 2 | -0.2 |
| 3 | -0.3 |
| 4 | 0.0 |
| 5 | -1.0 |
| 6 | -0.4 |